# 1
This record from the Open Molecules 2025 dataset describes a molecular structure, C30H45N4O3PS3Zr. The level of theory is ωB97M-V with the def2-TZVPD basis set.

Computed properties:
Net charge: +2
Lowest unoccupied orbital energy, eV: -6.8
Highest occupied orbital energy, eV: -13.41
Gap between HOMO and LUMO, eV: 6.6
Relative energy (zero: lowest compared OMol25 entry of this formula, charge and spin), kcal/mol: 13.1

Structure (XYZ):
```
87
C30H45N4O3PS3Zr (ωB97M-V with the def2-TZVPD basis set)
Zr -0.124 1.469 -1.526
N -6.346 -2.475 1.312
C -5.493 -1.770 0.545
C -4.385 -2.397 -0.063
C -3.510 -1.676 -0.836
C -3.708 -0.305 -1.008
C -4.807 0.333 -0.428
C -5.681 -0.385 0.347
S -2.739 0.586 -2.117
O -1.366 -0.128 -2.124
O -3.295 0.763 -3.412
N -2.287 1.974 -1.420
C -2.252 3.092 -2.281
N -1.042 3.175 -2.856
C -0.802 4.216 -3.665
C -1.799 5.136 -3.901
C -3.018 4.944 -3.253
N -3.250 3.924 -2.424
H -6.266 -3.473 1.395
H -7.178 -2.051 1.685
H -4.235 -3.461 0.069
H -2.682 -2.176 -1.322
H -4.970 1.393 -0.581
H -6.527 0.112 0.802
H 0.182 4.276 -4.114
H -1.650 5.976 -4.562
H -3.835 5.642 -3.395
C 4.669 2.955 -2.468
O 3.615 3.328 -1.540
C 2.434 2.815 -1.629
S 2.047 1.673 -2.866
S 1.308 3.364 -0.463
H 5.539 3.505 -2.128
H 4.388 3.255 -3.475
H 4.837 1.881 -2.412
C 4.754 0.385 2.608
C 3.762 1.541 2.545
C 2.349 1.020 2.250
C 2.390 -0.172 1.269
C 3.632 -0.109 0.376
C 4.898 -0.277 1.228
P 0.853 -0.373 0.291
C 0.795 -2.055 -0.461
C 1.493 -2.095 -1.831
C 1.399 -3.505 -2.408
C 2.114 -4.539 -1.511
C 2.430 -3.981 -0.124
C 1.241 -3.223 0.460
C -0.620 -0.277 1.387
C -0.601 -1.179 2.636
C -1.654 -0.719 3.660
C -2.854 -0.087 2.960
C -2.443 1.221 2.261
C -0.985 1.157 1.791
H 4.401 -0.343 3.344
H 5.725 0.725 2.964
H 4.070 2.248 1.768
H 3.749 2.102 3.479
H 1.739 1.836 1.859
H 1.878 0.693 3.180
H 2.462 -1.092 1.860
H 3.641 0.858 -0.138
H 3.607 -0.874 -0.402
H 5.744 0.153 0.688
H 5.119 -1.340 1.344
H -0.276 -2.169 -0.667
H 2.540 -1.791 -1.758
H 1.011 -1.383 -2.511
H 1.815 -3.518 -3.415
H 0.341 -3.761 -2.513
H 3.037 -4.877 -1.982
H 1.486 -5.424 -1.405
H 3.297 -3.315 -0.169
H 2.712 -4.790 0.550
H 1.491 -2.873 1.463
H 0.400 -3.908 0.590
H -1.421 -0.637 0.724
H 0.389 -1.173 3.097
H -0.797 -2.209 2.329
H -1.217 0.009 4.347
H -1.959 -1.568 4.272
H -3.655 0.111 3.671
H -3.260 -0.793 2.229
H -2.560 2.066 2.941
H -3.094 1.412 1.406
H -0.313 1.487 2.585
H -0.826 1.910 0.991
```

=====

# 2
This record from the Open Molecules 2025 dataset describes a molecular structure, C30H45NO4P2Pt in a non-equilibrium geometry. The level of theory is ωB97M-V with the def2-TZVPD basis set.

Computed properties:
Net charge: +2
Multiplicity: 5
Lowest unoccupied orbital energy (spin up / spin down), eV: -6.3 / -9.4
Highest occupied orbital energy (spin up / spin down), eV: -12.29 / -13.39
Expectation value of S²: 6.03
Gap between HOMO and LUMO (spin up / spin down), eV: 6.0 / 4.0
Relative energy (zero: lowest compared OMol25 entry of this formula, charge and spin), kcal/mol: 0.0

Structure (XYZ):
```
83
C30H45NO4P2Pt (ωB97M-V with the def2-TZVPD basis set)
Pt 0.713 0.663 0.095
C 1.213 -1.192 1.281
C 1.069 0.052 2.053
C -1.037 -0.946 1.797
C -0.093 -1.823 1.240
C -0.377 0.274 2.180
C 2.524 -1.815 0.987
H 3.282 -1.035 0.867
H 2.469 -2.398 0.057
H 2.828 -2.484 1.806
C -0.354 -3.205 0.774
H 0.555 -3.696 0.410
H -1.079 -3.207 -0.054
H -0.786 -3.811 1.585
C -2.456 -1.265 2.072
H -2.537 -2.000 2.886
H -2.911 -1.690 1.171
H -3.042 -0.378 2.348
C -0.965 1.448 2.856
H -1.183 1.225 3.913
H -1.900 1.757 2.361
H -0.253 2.278 2.804
C 2.153 0.760 2.797
H 2.241 0.367 3.820
H 1.934 1.830 2.845
H 3.099 0.610 2.272
C 3.324 3.111 -5.008
C 4.449 3.165 -4.272
C 5.049 4.375 -3.624
C 4.118 5.610 -3.445
C 2.774 5.344 -2.833
C 1.633 5.112 -3.504
C 1.483 4.919 -4.979
C 2.692 4.275 -5.710
H 5.946 4.702 -4.180
H 4.034 6.146 -4.401
H 5.423 4.075 -2.629
H 3.436 5.051 -5.939
H 2.847 2.142 -5.233
H 5.061 2.261 -4.150
H 2.308 3.901 -6.675
H 0.591 4.293 -5.156
H 0.673 5.138 -2.978
H 1.265 5.883 -5.472
H 4.647 6.283 -2.750
H 2.755 5.458 -1.737
P 1.605 0.628 -1.974
C 1.366 -0.755 -3.090
C 3.341 1.156 -1.928
P -0.206 2.419 -0.995
C 0.630 2.057 -2.603
C 0.298 4.056 -0.403
C -1.981 2.269 -1.238
H 0.331 -1.128 -3.034
H 2.064 -1.549 -2.803
H 1.588 -0.421 -4.113
H 3.570 1.784 -2.793
H 3.979 0.263 -1.954
H 3.546 1.727 -1.013
H -2.294 2.901 -2.081
H -2.474 2.604 -0.318
H -2.245 1.206 -1.419
H -0.090 1.746 -3.371
H 1.261 2.874 -2.971
H -0.486 4.431 0.268
H 0.442 4.765 -1.224
H 1.240 3.972 0.154
O -2.098 -1.990 -2.987
C -2.643 -1.775 -1.881
O -2.487 -0.799 -1.079
C -3.626 -2.833 -1.332
C -3.362 -4.212 -1.464
C -4.009 -5.141 -0.648
C -5.039 -4.718 0.216
C -5.437 -3.359 0.229
C -4.746 -2.438 -0.557
N -5.428 -5.598 1.274
O -4.892 -6.733 1.294
O -6.242 -5.222 2.142
H -2.603 -4.553 -2.168
H -3.714 -6.187 -0.616
H -6.244 -3.046 0.889
H -5.046 -1.389 -0.526
```

=====

# 3
This record from the Open Molecules 2025 dataset describes a molecular structure, C30H46BBiN7O2S. The level of theory is ωB97M-V with the def2-TZVPD basis set.

Computed properties:
Net charge: +3
Lowest unoccupied orbital energy (spin up / spin down), eV: -8.4 / -8.1
Highest occupied orbital energy (spin up / spin down), eV: -14.36 / -13.67
Gap between HOMO and LUMO (spin up / spin down), eV: 5.9 / 5.6
Relative energy (zero: lowest compared OMol25 entry of this formula, charge and spin), kcal/mol: 12.3

Structure (XYZ):
```
88
C30H46BBiN7O2S (ωB97M-V with the def2-TZVPD basis set)
Bi 0.370 -0.756 1.891
N -3.187 0.982 3.546
C -3.284 2.310 3.073
C -4.522 2.899 2.857
C -4.590 4.195 2.370
C -3.433 4.905 2.080
C -2.192 4.318 2.275
C -2.131 3.030 2.782
S -0.595 2.247 3.170
N -1.023 0.632 2.712
C -2.213 0.118 3.138
C -2.412 -1.280 3.069
C -3.599 -1.952 3.453
C -3.670 -3.314 3.398
C -2.551 -4.051 2.945
C -1.438 -3.374 2.545
N -1.355 -2.021 2.579
H -4.066 0.577 3.822
H -5.432 2.350 3.071
H -5.558 4.649 2.204
H -3.496 5.920 1.713
H -1.281 4.862 2.059
H -4.450 -1.385 3.805
H -4.571 -3.829 3.700
H -2.574 -5.130 2.901
H -0.567 -3.896 2.165
C 3.552 -0.401 1.474
N 2.544 0.105 0.537
C 2.816 1.523 0.258
C 2.564 -0.706 -0.691
C -0.011 0.217 -1.187
N -0.877 -0.519 -0.221
C -2.132 0.243 -0.080
C -1.205 -1.885 -0.677
H 4.563 -0.316 1.063
H 3.371 -1.458 1.689
H 3.511 0.168 2.406
H 3.735 1.640 -0.327
H 2.933 2.066 1.196
H 2.006 1.974 -0.308
H 2.509 -1.764 -0.405
H 3.539 -0.584 -1.186
H -0.620 0.441 -2.073
H 0.215 1.181 -0.727
H -2.623 0.313 -1.054
H -1.932 1.251 0.278
H -2.813 -0.257 0.606
H -1.715 -1.842 -1.643
H -1.868 -2.364 0.040
H -0.300 -2.477 -0.799
N 1.415 -0.593 8.774
C 1.483 0.200 7.498
C 1.158 -0.658 6.262
N 1.331 0.066 5.009
H 1.602 0.003 9.584
H 2.106 -1.347 8.783
H 0.493 -1.013 8.908
H 2.489 0.610 7.419
H 0.778 1.026 7.580
H 0.124 -1.007 6.317
H 1.810 -1.535 6.240
H 2.299 0.342 4.881
H 0.762 0.909 4.984
C 0.145 -0.273 -8.570
C 1.405 0.177 -7.808
C 1.494 1.703 -7.865
C 2.653 -0.431 -8.487
C 1.377 -0.338 -6.385
C 1.034 -1.715 -6.157
C 0.923 -2.270 -4.909
C 1.187 -1.438 -3.823
O 1.105 -1.707 -2.544
B 1.393 -0.429 -1.779
O 1.797 0.516 -2.878
C 1.595 -0.073 -4.031
C 1.693 0.467 -5.305
H 0.132 0.195 -9.552
H -0.759 0.027 -8.035
H 0.113 -1.350 -8.731
H 1.416 2.035 -8.899
H 2.443 2.070 -7.474
H 0.677 2.163 -7.305
H 2.689 -0.112 -9.528
H 2.630 -1.522 -8.469
H 3.565 -0.096 -7.990
H 0.850 -2.346 -7.014
H 0.661 -3.310 -4.767
H 1.991 1.499 -5.423
```

=====

# 4
This record from the Open Molecules 2025 dataset describes a molecular structure, C30H46BiNO6SSb. The level of theory is ωB97M-V with the def2-TZVPD basis set.

Computed properties:
Net charge: +1
Lowest unoccupied orbital energy, eV: -3.4
Highest occupied orbital energy, eV: -10.90
Gap between HOMO and LUMO, eV: 7.5

Structure (XYZ):
```
86
C30H46BiNO6SSb (ωB97M-V with the def2-TZVPD basis set)
Bi 1.203 0.077 -0.981
O 1.402 0.197 1.404
C 2.655 0.674 1.926
C 3.747 -0.032 1.159
N 3.629 0.208 -0.287
C 4.120 1.528 -0.691
C 3.059 2.612 -0.480
O 3.377 3.751 -0.249
O 1.827 2.198 -0.585
C 4.240 -0.906 -1.017
C 3.379 -2.159 -0.842
O 3.851 -3.263 -0.962
O 2.130 -1.916 -0.567
H 0.692 0.774 1.724
H 2.720 0.405 2.983
H 2.703 1.760 1.837
H 3.643 -1.105 1.331
H 4.735 0.279 1.516
H 4.335 1.495 -1.763
H 5.043 1.806 -0.176
H 5.265 -1.110 -0.697
H 4.269 -0.652 -2.080
C -2.759 0.278 1.862
C -3.153 0.824 0.486
C -4.382 1.721 0.636
C -3.543 -0.339 -0.427
Sb -1.352 1.779 -0.289
C -1.736 2.278 -2.370
C -0.625 3.161 -2.939
C -1.723 0.962 -3.154
C -3.084 2.976 -2.541
C -1.012 3.612 0.860
C -0.360 4.690 -0.002
C -0.057 3.255 2.001
C -2.294 4.181 1.467
H -3.612 -0.238 2.307
H -2.470 1.074 2.553
H -1.937 -0.436 1.788
H -5.236 1.073 0.853
H -4.626 2.278 -0.269
H -4.300 2.422 1.463
H -4.291 -0.940 0.095
H -2.706 -0.986 -0.678
H -4.010 0.013 -1.348
H 0.378 2.817 -2.680
H -0.705 4.196 -2.614
H -0.711 3.153 -4.027
H -0.709 0.566 -3.266
H -2.080 1.155 -4.169
H -2.347 0.178 -2.731
H -3.174 3.867 -1.919
H -3.924 2.315 -2.322
H -3.188 3.296 -3.581
H 0.522 4.343 -0.535
H -0.042 5.497 0.662
H -1.075 5.119 -0.703
H 0.928 3.002 1.614
H -0.445 2.447 2.632
H 0.065 4.122 2.655
H -3.077 4.357 0.730
H -2.052 5.145 1.920
H -2.694 3.549 2.258
O -0.498 -1.450 -0.160
S -0.769 -2.826 0.454
C -0.531 -4.081 -0.772
C 0.189 -3.879 -1.937
C 0.293 -4.920 -2.848
C -0.311 -6.140 -2.587
C -1.038 -6.327 -1.420
C -1.165 -5.289 -0.510
C 0.502 -3.161 1.657
C 0.305 -2.556 2.891
C 1.246 -2.732 3.892
C 2.362 -3.522 3.658
C 2.542 -4.136 2.426
C 1.609 -3.960 1.415
H 0.677 -2.935 -2.119
H 0.857 -4.776 -3.758
H -0.223 -6.947 -3.298
H -1.520 -7.274 -1.223
H -1.748 -5.420 0.390
H -0.579 -1.958 3.075
H 1.097 -2.272 4.859
H 3.089 -3.674 4.444
H 3.415 -4.745 2.240
H 1.775 -4.404 0.447
```

=====

# 5
This record from the Open Molecules 2025 dataset describes a molecular structure, C30H46BrN3P2Zn in a non-equilibrium geometry. The level of theory is ωB97M-V with the def2-TZVPD basis set.

Computed properties:
Net charge: +2
Lowest unoccupied orbital energy, eV: -7.0
Highest occupied orbital energy, eV: -11.94
Gap between HOMO and LUMO, eV: 4.9
Relative energy (zero: lowest compared OMol25 entry of this formula, charge and spin), kcal/mol: 20.8

Structure (XYZ):
```
83
C30H46BrN3P2Zn (ωB97M-V with the def2-TZVPD basis set)
N 6.855 5.204 -2.110
C 6.652 4.965 -0.815
C 5.582 4.213 -0.344
C 4.635 3.645 -1.226
C 4.854 3.951 -2.605
C 5.974 4.713 -2.977
C 3.538 2.812 -0.716
Zn 0.125 0.585 0.519
P -1.598 -4.286 0.072
C 2.563 2.190 -1.459
C 2.125 0.839 -1.209
C 2.100 -0.059 -2.313
C 2.568 -1.397 -2.170
C 2.837 -1.903 -0.865
C 2.695 -1.076 0.254
C 2.154 0.267 0.132
Br 2.897 -3.737 -0.605
H 3.555 2.640 0.371
H 2.288 2.601 -2.446
H 5.478 4.080 0.737
H 4.200 3.605 -3.406
H 7.395 5.364 -0.121
H 6.191 4.939 -4.029
H 1.874 0.331 -3.310
H 2.305 0.934 1.005
H 2.550 -2.065 -3.019
H 2.845 -1.477 1.247
P -2.076 0.922 -0.667
C -0.029 -5.062 0.651
C 0.149 -6.462 0.057
H -0.091 -5.130 1.743
H 0.817 -4.393 0.391
H 1.067 -6.949 0.407
H -0.696 -7.077 0.386
H 0.166 -6.471 -1.039
C -0.996 -3.593 -1.498
C -1.749 -4.194 -2.690
H 0.058 -3.895 -1.571
H -1.024 -2.495 -1.476
H -1.407 -3.749 -3.634
H -1.551 -5.273 -2.738
H -2.838 -4.062 -2.635
C -2.069 -2.999 1.255
C -3.296 -3.414 2.115
H -2.273 -2.068 0.693
H -1.181 -2.868 1.889
H -3.879 -2.529 2.421
H -3.963 -4.077 1.537
H -2.970 -3.940 3.031
C -3.836 1.190 -0.079
C -4.593 2.414 -0.595
H -3.799 1.181 1.016
H -4.395 0.289 -0.373
H -4.294 3.340 -0.097
H -4.467 2.558 -1.673
H -5.668 2.299 -0.412
C -2.495 0.058 -2.229
C -1.512 0.251 -3.388
H -3.515 0.355 -2.559
H -2.556 -1.021 -1.958
H -1.448 1.307 -3.691
H -0.500 -0.099 -3.137
H -1.852 -0.331 -4.257
C -1.615 2.642 -1.179
C -1.487 3.588 0.029
H -2.324 3.038 -1.933
H -0.625 2.546 -1.672
H -1.058 4.555 -0.283
H -2.447 3.799 0.521
H -0.815 3.186 0.803
N -0.565 1.548 6.524
C -0.819 0.974 5.314
C -1.769 1.522 4.420
C -1.692 1.185 3.073
N -0.667 0.423 2.586
C 0.027 -0.346 3.473
C -0.066 -0.135 4.843
H -0.997 2.438 6.801
H 0.197 1.222 7.124
H -2.492 2.256 4.774
H -2.448 1.538 2.372
H 0.680 -1.134 3.062
H 0.507 -0.740 5.552
```

=====

So what do the calculations give for molar mass? Going down the list: 728.11, 740.72, 788.60, 879.51, 655.96 g/mol.